1.
2 unconnected molecules or ions with the total composition C4H2IO2 in a non-equilibrium geometry, computed with wB97M-V/def2-TZVPD.

Geometry as XYZ:
```
9
Properties=species:S:1:pos:R:3:forces:R:3
I 1.798566 2.010318 0.002938 -0.27 -0.84 0.45
O 0.492034 -2.594298 -0.477505 -0.62 -0.24 -0.36
O 0.873816 -0.940707 -2.065334 -0.76 -0.83 -0.17
C -1.838892 1.153659 0.499447 0.02 -0.58 0.31
C -0.764733 0.614428 0.705855 1.37 0.24 -0.36
C 0.588249 -1.714196 -1.237517 1.47 1.07 0.34
C 0.589210 0.176448 0.603647 -0.98 0.60 -0.52
H -2.781433 1.615158 0.522734 -0.43 0.24 -0.02
H 1.043183 -0.320811 1.445733 0.20 0.33 0.33
```
Positions in Å, forces in eV/Å.

Computed properties:
**Total energy**: -601.76204 Ha
**Energy relative to the best compared isomer or geometry (same formula, charge and spin)**: 0.752 eV
**Total charge**: -1



2.
A molecular structure, C10H20BCuF4NO5 in a non-equilibrium geometry, computed with wB97M-V/def2-TZVPD.

Geometry as XYZ:
```
42
Properties=species:S:1:pos:R:3:forces:R:3
Cu 1.827347 -0.015708 -3.269680 1.45 0.86 0.09
F -0.005345 -2.850272 2.804166 -1.87 0.23 -0.46
F 1.604402 -2.947088 4.161705 0.42 0.36 1.74
F -3.228965 0.613769 2.329489 -0.62 0.26 -0.39
F 1.545735 -4.265166 2.535736 0.22 -2.12 -0.93
O -1.720470 -2.001279 -1.724958 0.10 0.56 -0.07
O -1.938625 0.486185 -0.303887 0.24 0.46 -0.19
O 1.090931 4.157555 -1.383212 -0.18 0.03 0.26
O 0.530487 -1.803173 -2.448685 0.57 0.12 0.15
O 1.997151 -2.148995 2.231169 0.24 0.69 -1.05
N 1.421758 -1.012020 0.247980 -0.70 0.09 0.13
C 1.881233 -2.250271 0.805279 0.78 0.41 -0.48
C 0.293465 1.630624 0.111217 0.52 -0.93 -0.88
C 1.165309 1.743524 -1.160848 -0.02 1.24 0.20
C 1.290647 -3.047355 2.906473 0.63 0.58 0.72
C -0.648563 0.430225 0.311370 -0.49 0.05 1.32
C -2.203517 -0.286220 2.224011 0.76 -0.18 1.05
C -0.030448 -0.972833 -0.019249 0.62 0.16 -0.62
C 0.873440 2.958180 -2.060158 0.11 -0.54 -0.33
C -2.149735 1.435900 -1.318154 -0.22 -0.70 -0.21
C -0.924263 0.413719 1.847822 0.56 -0.29 -0.93
B -0.470599 -1.590781 -1.419598 0.22 0.00 0.23
H 0.983415 1.578510 0.939167 0.19 -0.11 0.25
H -0.118174 2.921442 -2.506086 -0.20 -0.04 0.01
H 1.952609 -0.760979 -0.569415 0.23 -0.12 0.08
H 0.283423 4.384687 -0.904903 0.20 0.20 -0.05
H -0.214882 2.573894 0.242772 -0.50 0.14 0.04
H -0.866524 1.417314 2.250605 -0.42 0.25 0.17
H 1.158105 0.831183 -1.803088 -0.38 -0.43 -0.01
H -0.077466 -0.114200 2.277885 0.15 -0.09 0.24
H -2.449245 -1.115523 1.568762 -0.30 0.09 -0.37
H -2.105250 2.468962 -0.986611 0.30 0.17 0.06
H -2.153342 -1.285207 -2.217415 -0.50 -0.52 0.05
H -1.482114 1.232772 -2.165786 0.18 0.37 -0.12
H 1.276390 -3.101872 0.500620 -0.27 -0.16 0.31
H 2.880213 -2.437927 0.429385 0.25 -0.04 0.03
H 2.195347 1.890213 -0.854974 0.31 -0.24 0.06
H -0.454622 -1.649162 0.716310 -0.40 -0.13 0.09
H -3.155106 1.276080 -1.686699 -0.28 -0.05 0.01
H 1.590297 2.915937 -2.885020 0.09 0.21 -0.16
H -2.066292 -0.712264 3.213725 -0.06 -0.12 0.24
H 0.621840 -0.992380 -2.967219 -1.94 -0.73 -0.28
```
Positions in Å, forces in eV/Å.

Computed properties:
**Total energy**: -2888.46876 Ha
**Energy relative to the best compared isomer or geometry (same formula, charge and spin)**: 0.435 eV
**Total charge**: +1



LUMO: 0.1210; -0.2502 (Eh)